No. 1
The following is a DFT calculation (ωB97M-V with the def2-TZVPD basis set) of a 2-piece molecular cluster, H6N2O overall.

Results
- Energy: -5123.9763 eV
- SMILES string: NN.O
- LUMO: 0.9 eV
- Gap between HOMO and LUMO: 10.452 eV
- Charge: 0

Last column: Mulliken charge in e.
Positions of all 9 atoms, in Å:
O 0.5989 0.7648 2.1027  -0.67
N 0.3341 0.0558 -1.3778  -0.45
N -0.2922 -0.7406 -0.3465  -0.48
H 0.0877 -1.6874 -0.4103  0.24
H -0.3127 0.3182 -2.0876  0.21
H 0.7345 0.9305 -0.9621  0.23
H -0.3049 0.9963 2.2488  0.29
H -1.3020 -0.8148 -0.5450  0.22
H 0.4567 0.1773 1.3778  0.41



No. 2
The following is a DFT calculation (ωB97M-V with the def2-TZVPD basis set) of one molecule with the formula H6N2Si.

Results
- Energy: -10953.4446 eV
- SMILES string: NN[SiH3]
- LUMO: 1.1 eV
- Gap between HOMO and LUMO: 10.145 eV
- Charge: 0

Last column: Mulliken charge in e.
Positions of all 9 atoms, in Å:
Si -1.2090 -0.0283 0.0744  0.24
N 0.3903 0.6267 0.1325  -0.17
N 1.5263 -0.1260 -0.0284  -0.51
H 1.6528 -0.7906 0.6883  0.22
H 0.5624 1.5871 0.4248  0.25
H -1.5524 -0.4204 -1.3001  -0.10
H 1.8568 -0.3600 -1.0275  0.23
H -2.2271 1.0391 0.3662  -0.09
H -1.0000 -1.5276 0.6698  -0.08



HOMO level: -9.5157 -9.0479 (eV)
Energy above the lowest of the compared OMol25 structures with the same formula, charge and spin: 0.000 0.298 (eV)